Density functional theory data (ωB97M-V with the def2-TZVPD basis set) for C5H7NO in the gas phase.

Computed properties:
ΔE to the lowest compared entry with this formula, charge and spin = 35.1 kcal per mole
SMILES = CC=C=NC(C)=O
HOMO level = -8.98 eV

Each line ends with the Löwdin charge.
Cartesian coordinates (Å):
C  -2.3858  -0.8361  0.1580  -0.1016
C  -1.5348  0.0134  -0.7552  -0.1364
C  -0.5681  0.7167  -0.2277  -0.1151
N  0.2819  1.3592  0.3861  0.1713
C  1.4621  0.6810  0.8248  -0.4982
O  1.6171  0.4878  1.9987  0.1009
C  2.4462  0.2774  -0.2479  -0.0005
H  -2.1267  -0.6355  1.2020  0.0795
H  -3.4571  -0.6515  0.0421  0.0697
H  -2.1931  -1.8943  -0.0494  0.0732
H  -1.6492  -0.0328  -1.8340  0.1027
H  2.7085  -0.7726  -0.0899  0.0909
H  3.3646  0.8617  -0.1605  0.0877
H  2.0344  0.4257  -1.2471  0.0758

Atomic forces in eV per Å
-0.1020 -0.0626 0.1009
0.1517 0.0377 0.0513
0.1846 0.2307 0.2055
-0.4785 -0.2888 -0.3729
0.2133 -0.0103 0.2144
0.1074 -0.0088 -0.2770
-0.0140 -0.0253 -0.0880
-0.0493 -0.1033 -0.1550
0.1173 0.0215 -0.1097
-0.1144 0.1147 0.0972
0.0642 0.0236 0.1593
-0.0399 0.1541 -0.0483
-0.1079 0.0064 0.1079
0.0676 -0.0897 0.1142